This record from the Open Molecules 2025 dataset describes C16H31BaBr2N4O2 as an isolated structure in a non-equilibrium geometry. The level of theory is ωB97M-V/def2-TZVPD.

The expectation value of S² is 0.75. For the total energy, the calculation gives -167919.5350 eV. The calculation puts the largest force on an atom at 10.48 eV/Å. The HOMO energy (spin up / spin down) is -6.773 / -6.786 eV. For the HOMO-LUMO gap (spin up / spin down), the calculation gives 6.5 / 6.5 eV. The spin multiplicity is 2. For the energy above the lowest of the compared OMol25 structures with the same formula, charge and spin, the calculation gives 932.94 kJ/mol.

Last column: Löwdin charge in e.
CARTESIAN COORDINATES (ANGSTROEM)
Ba: -0.38 -0.99 0.14  2.00
C: -0.67 -1.71 2.74  -0.23
C: -0.89 -0.21 2.56  -0.25
N: -1.64 0.20 1.39  -0.39
C: -2.85 -0.55 1.20  -0.24
C: -3.00 -1.26 -0.13  -0.25
N: -2.02 -2.29 -0.43  -0.39
C: -1.95 -3.27 0.63  -0.23
C: -0.55 -3.54 1.17  -0.22
N: 0.10 -2.37 1.72  -0.38
H: -0.19 -1.81 3.72  0.14
H: -1.62 -2.20 2.88  0.10
H: -1.39 0.09 3.49  0.14
H: 0.08 0.28 2.53  0.11
H: -1.84 1.19 1.49  0.14
H: -3.00 -1.25 2.02  0.10
H: -3.73 0.11 1.27  0.14
H: -4.01 -1.68 -0.11  0.14
H: -2.98 -0.52 -0.93  0.10
H: -2.29 -2.73 -1.30  0.14
H: -2.58 -2.98 1.46  0.10
H: -2.35 -4.23 0.32  0.14
H: -0.67 -4.35 1.90  0.13
H: 0.08 -3.93 0.36  0.13
H: 1.01 -2.62 2.07  0.14
Br: 0.65 -0.33 -2.33  -0.04
C: 2.78 -2.42 -3.94  -0.56
Br: 1.99 -3.72 -2.89  0.54
H: 3.54 -1.83 -3.45  -0.03
H: 2.14 -1.98 -4.69  -0.03
C: 3.47 -0.01 1.90  -0.06
C: 2.79 0.30 0.56  -0.75
C: 3.57 -0.43 -0.55  -0.09
C: 2.84 1.82 0.33  -0.05
O: 1.45 -0.12 0.56  -0.69
H: 4.49 0.36 1.91  0.08
H: 3.49 -1.10 2.06  0.07
H: 2.92 0.46 2.73  0.07
H: 4.64 -0.48 -0.33  0.07
H: 3.41 0.06 -1.51  0.04
H: 3.16 -1.44 -0.62  0.06
H: 3.86 2.16 0.15  0.08
H: 2.44 2.34 1.20  0.07
H: 2.21 2.05 -0.54  0.06
O: -2.01 1.40 -1.43  -0.16
N: -1.71 2.63 -1.67  -0.22
C: -2.46 3.64 -1.17  -0.02
C: -2.14 4.96 -1.38  -0.06
C: -1.02 5.28 -2.13  -0.08
C: -0.26 4.23 -2.65  -0.04
C: -0.62 2.92 -2.42  -0.03
H: -3.32 3.32 -0.59  0.13
H: -2.77 5.73 -0.96  0.11
H: -0.75 6.31 -2.31  0.10
H: 0.62 4.43 -3.24  0.11
H: -0.07 2.07 -2.79  0.02